(1)
The following is a quantum chemistry calculation of 2 unconnected molecules or ions with the total composition C3H7NO2, from the OMol25 dataset.

Results
* ΔE to the lowest compared entry with this formula, charge and spin: 7.028 eV

Geometry as ORCA input:
```
! wB97M-V def2-TZVPD RIJCOSX def2/J DEFGRID3
* xyz 0 1
C -0.87 0.47 -1.07
N -0.89 -1.06 1.61
O -0.22 -0.86 0.38
H -1.87 -1.16 1.37
H -0.75 -0.20 2.15
H -0.78 -0.17 -1.93
H -1.78 0.40 -0.50
H -0.46 1.46 -1.17
C 1.66 0.09 -0.68
C 0.99 0.16 0.52
O 0.99 0.83 1.52
H 1.62 -0.81 -1.27
H 2.37 0.86 -0.92
*
```

***

(2)
The following is a quantum chemistry calculation of a single C3H7NO2 molecule, from the OMol25 dataset.

Results
* ΔE to the lowest compared entry with this formula, charge and spin: 1.691 eV

Geometry as ORCA input:
```
! wB97M-V def2-TZVPD RIJCOSX def2/J DEFGRID3
* xyz 0 1
C 0.10 -0.63 -0.40
C 0.76 0.62 0.21
N 0.10 1.81 -0.29
C -1.21 -0.85 0.33
O 0.98 -1.72 -0.24
O -2.17 -0.13 0.25
H 0.61 -2.50 -0.68
H -0.10 -0.41 -1.46
H 0.47 2.63 0.17
H -0.90 1.76 -0.10
H -1.19 -1.73 1.00
H 1.80 0.63 -0.11
H 0.75 0.52 1.31
*
```

***

(3)
The following is a quantum chemistry calculation of a single C3H7NO2 molecule, from the OMol25 dataset.

Results
* ΔE to the lowest compared entry with this formula, charge and spin: 1.810 eV

Geometry as ORCA input:
```
! wB97M-V def2-TZVPD RIJCOSX def2/J DEFGRID3
* xyz 0 1
O -1.11 1.70 -1.78
C -0.61 0.69 -1.39
C -0.36 0.31 0.05
C 1.14 0.02 0.23
O 1.54 0.22 1.56
N -1.13 -0.85 0.49
H -0.22 -0.08 -2.09
H -0.57 1.12 0.74
H 1.33 -1.01 -0.08
H 1.74 0.69 -0.40
H 1.43 -0.59 2.06
H -2.08 -0.60 0.76
H -1.10 -1.62 -0.15
*
```

***

(4)
The following is a quantum chemistry calculation of a single C3H7NO2 molecule, from the OMol25 dataset.

Results
* ΔE to the lowest compared entry with this formula, charge and spin: 1.057 eV

Geometry as ORCA input:
```
! wB97M-V def2-TZVPD RIJCOSX def2/J DEFGRID3
* xyz 0 1
N 1.40 0.98 -0.73
C 0.08 0.75 -1.16
O -0.45 1.44 -2.01
C -0.62 -0.46 -0.56
C -0.76 -0.42 0.96
O 0.54 -0.49 1.54
H 1.57 0.55 0.17
H 2.07 0.63 -1.40
H -0.04 -1.35 -0.83
H -1.61 -0.55 -1.02
H -1.28 0.49 1.26
H -1.36 -1.28 1.28
H 0.47 -0.29 2.48
*
```

***

(5)
The following is a quantum chemistry calculation of a molecular structure, C3H7NO2 at a distorted geometry, from the OMol25 dataset.

Results
* ΔE to the lowest compared entry with this formula, charge and spin: 4.268 eV

Geometry as ORCA input:
```
! wB97M-V def2-TZVPD RIJCOSX def2/J DEFGRID3
* xyz 0 1
C 0.57 0.49 -1.29
C -1.54 -0.62 0.45
N -0.53 0.41 0.34
C 1.00 -0.03 0.01
O 1.80 0.89 0.72
O 1.37 -1.25 -0.06
H 2.40 0.35 1.25
H -0.72 1.31 0.77
H 1.00 1.41 -1.69
H 0.07 -0.22 -1.94
H -1.86 -0.75 1.49
H -1.11 -1.57 0.13
H -2.42 -0.41 -0.17
*
```

***

(6)
The following is a quantum chemistry calculation of a single C3H7NO2 molecule at a distorted geometry, from the OMol25 dataset.

Results
* ΔE to the lowest compared entry with this formula, charge and spin: 5.287 eV

Geometry as ORCA input:
```
! wB97M-V def2-TZVPD RIJCOSX def2/J DEFGRID3
* xyz 0 1
C -0.42 1.42 0.73
C 0.93 -0.78 -1.48
N -0.63 0.10 0.13
C 0.79 -0.93 -0.11
O -1.56 -0.65 0.89
O 0.98 -1.67 0.81
H -0.99 -1.26 1.40
H 0.11 1.31 1.68
H 0.18 2.01 0.03
H -1.37 1.92 0.90
H 1.40 -1.56 -2.06
H 1.19 0.22 -1.82
H -0.60 -0.14 -1.09
*
```

***

(7)
The following is a quantum chemistry calculation of 2 unconnected molecules or ions with the total composition C3H7NO2 at a distorted geometry, from the OMol25 dataset.

Results
* ΔE to the lowest compared entry with this formula, charge and spin: 1.666 eV

Geometry as ORCA input:
```
! wB97M-V def2-TZVPD RIJCOSX def2/J DEFGRID3
* xyz 0 1
C 1.02 1.34 0.31
C 1.12 -0.16 0.04
O 0.62 -0.93 1.08
H 2.16 -0.47 -0.13
H -0.03 1.64 0.38
H 1.48 1.90 -0.51
H 1.52 1.59 1.24
N -1.95 -1.11 0.06
C -1.82 -0.61 -1.04
O -2.03 0.08 -1.95
H -2.14 -2.05 0.33
H -0.40 -0.84 1.04
H 0.46 -0.38 -0.87
*
```

***

(8)
The following is a quantum chemistry calculation of a single C3H7NO2 molecule, from the OMol25 dataset.

Results
* ΔE to the lowest compared entry with this formula, charge and spin: 1.951 eV

Geometry as ORCA input:
```
! wB97M-V def2-TZVPD RIJCOSX def2/J DEFGRID3
* xyz 0 1
O -1.30 0.37 2.67
C -1.46 -0.22 1.64
C -0.92 0.25 0.31
N 0.16 -0.63 -0.09
C 0.99 -0.21 -1.15
O 1.60 1.06 -0.87
H -1.97 -1.21 1.67
H -0.66 1.32 0.39
H -1.73 0.19 -0.43
H 0.70 -0.99 0.69
H 1.77 -0.96 -1.32
H 0.42 -0.12 -2.09
H 2.39 1.15 -1.42
*
```

***

(9)
The following is a quantum chemistry calculation of 2 unconnected molecules or ions with the total composition C3H7NO2 at a distorted geometry, from the OMol25 dataset.

Results
* ΔE to the lowest compared entry with this formula, charge and spin: 1.487 eV

Geometry as ORCA input:
```
! wB97M-V def2-TZVPD RIJCOSX def2/J DEFGRID3
* xyz 0 1
C 0.14 0.59 2.05
C 0.61 1.34 1.05
O 1.16 -0.96 -0.70
C 0.05 -0.69 -1.12
O -0.84 0.12 -0.50
N -0.46 -1.19 -2.28
H 0.60 -0.37 2.28
H -0.61 0.15 0.49
H -0.71 0.90 2.66
H 0.12 2.26 0.73
H 1.40 0.96 0.40
H -1.45 -1.09 -2.44
H -0.01 -2.02 -2.63
*
```

***

(10)
The following is a quantum chemistry calculation of a single C3H7NO2 molecule, from the OMol25 dataset.

Results
* ΔE to the lowest compared entry with this formula, charge and spin: 0.826 eV

Geometry as ORCA input:
```
! wB97M-V def2-TZVPD RIJCOSX def2/J DEFGRID3
* xyz 0 1
C -1.51 1.39 0.31
N -0.62 0.39 -0.24
C 0.14 -0.36 0.59
O -0.05 -0.43 1.80
C 1.32 -1.09 -0.03
O 1.55 -0.79 -1.40
H -2.53 1.03 0.44
H -1.12 1.67 1.30
H -1.52 2.27 -0.34
H -0.36 0.42 -1.22
H 1.21 -2.17 0.15
H 2.19 -0.76 0.55
H 1.31 -1.56 -1.93
*
```

***

| no. | total energy (Ha) |
| --- | --- |
| 1 | -323.522685 |
| 2 | -323.718823 |
| 3 | -323.714432 |
| 4 | -323.742126 |
| 5 | -323.624119 |
| 6 | -323.586662 |
| 7 | -323.719725 |
| 8 | -323.709262 |
| 9 | -323.726324 |
| 10 | -323.750596 |